ORCA calculation (wB97M-V/def2-TZVPD) on a structure of composition C20H75ClN5O16V.

- E (eV) = -100369.137
- HOMO-LUMO gap (alpha / beta) (eV) = 5.3 / 5.8
- HOMO (alpha / beta) (eV) = -10.82 / -10.82
- net charge = +1
- LUMO level (alpha / beta) (eV) = -5.56 / -5.03
- spin multiplicity = 2

```
118
Properties=species:S:1:pos:R:3:forces:R:3:lowdin_spin:R:1
O -2.7394 -0.9277 3.5705 -1.0 -3.7 -3.0 -0.434
V -2.8661 -2.0796 2.4270 3.1 5.1 2.2 1.428
Cl -0.8606 -1.1397 1.2358 -1.8 -1.0 0.5 -0.012
O 0.5353 -5.1640 -0.7951 -0.1 -0.7 0.1 0.000
H -0.2560 -4.8485 -1.2315 -0.3 -0.1 -0.2 0.000
H 1.0508 -4.3741 -0.6324 0.6 0.4 0.4 0.000
O 1.9325 0.5366 1.3543 0.3 -0.8 -0.3 -0.001
H 1.6056 1.2221 0.7718 -0.1 0.5 -1.0 0.000
H 1.2342 -0.1180 1.3703 -0.3 -0.3 0.1 -0.001
O -1.8070 -4.6351 -2.0790 -0.5 0.4 0.3 0.000
H -1.7782 -4.6911 -3.0341 0.1 0.0 -0.4 0.000
H -2.5497 -5.1847 -1.8287 -0.1 -0.4 0.0 0.000
O -3.2302 -3.5921 0.6576 -0.2 0.5 0.9 0.004
H -3.7611 -4.3593 0.4434 -0.3 -0.3 0.3 0.000
H -2.7839 -3.3731 -0.1603 0.6 0.3 -0.5 0.000
O -1.4867 -3.3654 3.5804 -1.8 0.4 -0.3 0.007
H -1.7416 -4.1147 4.1187 -0.3 -0.3 0.3 0.001
H -0.5553 -3.5010 3.4060 1.4 0.0 -0.9 0.001
O -4.2857 -0.6669 1.3466 0.3 -1.6 0.1 0.010
H -5.0352 -0.9159 0.8059 -0.2 -0.3 -0.2 0.000
H -4.2282 0.2841 1.2538 0.4 1.0 0.7 0.000
O 4.2257 -0.2019 2.5294 0.5 -0.4 0.4 0.000
H 3.4213 0.1233 2.1251 -0.4 0.2 -0.3 0.000
H 4.9279 0.2634 2.0748 0.3 0.1 0.0 0.000
O 1.0752 -4.1200 2.6746 -0.4 0.2 0.6 0.000
H 1.3962 -4.2458 1.7817 -0.1 0.0 -0.7 0.000
H 1.8429 -4.2633 3.2281 0.2 0.0 0.3 0.000
O -4.0637 1.8814 2.9359 -0.3 -0.2 -0.6 -0.002
H -4.4830 1.9757 3.7912 -0.1 0.0 0.2 0.000
H -3.1495 1.6816 3.1376 0.7 0.1 0.3 0.000
O -0.9385 1.4551 4.2402 -1.3 -0.1 -0.2 -0.003
H -0.5965 0.5763 4.4045 0.2 0.0 0.3 0.000
H -0.2450 1.8943 3.7477 0.8 0.6 -0.3 0.000
C -2.3214 -1.5673 -7.0093 1.5 1.5 0.0 0.000
C -0.8272 -1.3719 -6.5209 -1.2 -0.7 0.6 0.000
C -0.6687 -1.5908 -4.9684 -1.3 1.3 -0.2 0.000
O -1.6981 -0.8347 -4.2965 -0.3 1.0 -2.8 0.000
C -1.7912 -1.0695 -2.9708 1.0 -1.0 1.2 0.000
N -0.0188 -2.2598 -7.3151 0.6 -0.8 0.1 0.000
H -2.2748 -1.0385 -7.9613 -0.4 -0.5 -0.4 0.000
H -3.0013 -0.9572 -6.4146 -0.1 -0.5 0.3 0.000
H -2.6247 -2.6025 -7.1652 0.1 0.1 0.3 0.000
H -0.5141 -0.3800 -6.8467 -0.2 0.3 0.6 0.000
H 0.2824 -1.2489 -4.5602 0.4 -0.1 -0.2 0.000
H -0.8188 -2.6265 -4.6639 0.1 -0.5 -0.3 0.000
H -1.9476 -2.1419 -2.8541 -0.3 -0.3 0.7 0.000
H -2.5570 -0.4890 -2.4564 -0.1 0.1 -0.4 0.000
H -0.8105 -0.8594 -2.5440 0.2 0.2 0.8 0.000
H 0.9721 -2.1291 -7.1697 0.2 0.4 -0.1 0.000
H -0.1593 -3.2090 -6.9999 -0.3 -0.4 -0.2 0.000
C 0.4040 4.9961 2.4828 -0.9 0.8 -1.7 0.000
C 0.5019 3.6827 1.6926 -0.3 0.1 2.8 0.000
C 1.0270 3.8733 0.3030 0.3 -0.1 -0.3 0.000
O 0.9245 2.6378 -0.4395 0.2 0.3 -0.1 0.000
C 1.3770 2.6645 -1.7968 0.1 -0.4 -0.1 0.000
N 1.2215 2.8152 2.6358 0.3 -0.4 -0.2 0.000
H -0.2195 4.9016 3.3718 0.7 -0.3 0.2 0.000
H -0.1958 5.6564 1.8564 0.0 0.5 -0.1 0.000
H 1.3646 5.4977 2.5997 0.0 -0.2 0.5 0.000
H -0.5298 3.3363 1.7530 -0.1 -0.3 -1.0 0.000
H 2.0639 4.2085 0.3289 0.3 -0.1 0.1 0.000
H 0.4779 4.7005 -0.1468 -0.3 -0.2 -0.5 0.000
H 0.9876 3.5011 -2.3769 -0.2 0.2 0.2 0.000
H 1.0626 1.7379 -2.2769 -0.4 0.0 0.2 0.000
H 2.4592 2.6319 -1.9231 0.3 0.4 0.5 0.000
H 2.0802 3.2355 2.9614 0.0 0.4 0.1 0.000
H 1.4948 1.9077 2.2869 -0.2 0.2 0.2 0.000
C 1.1154 2.5772 7.1179 -0.8 0.6 -1.0 0.000
C 2.2866 1.6061 7.0094 -2.1 0.8 0.4 0.000
C 2.3162 0.9579 5.6275 2.2 -1.6 0.9 0.000
O 1.2354 0.0774 5.4163 -1.3 -0.5 -0.2 0.000
C 1.4136 -0.9650 4.4322 1.1 1.7 0.1 0.000
N 3.4950 2.3673 7.2841 0.0 -0.5 -0.6 0.000
H 0.1107 2.1559 7.0851 0.2 -0.7 0.3 0.000
H 1.0871 3.1696 6.2033 0.3 0.5 0.0 0.000
H 1.1409 3.2554 7.9708 0.3 -0.1 0.1 0.000
H 2.0677 0.8783 7.7907 0.4 -0.7 -0.2 0.000
H 3.1952 0.3148 5.6697 0.5 -0.4 0.0 0.000
H 2.6609 1.6480 4.8574 -1.1 0.4 -0.5 0.000
H 1.7314 -0.4456 3.5282 -0.1 -0.3 -0.3 0.000
H 0.4982 -1.5194 4.2248 -0.1 0.3 0.5 0.000
H 2.2334 -1.6314 4.7006 0.0 -0.2 0.2 0.000
H 4.2439 1.6952 7.3704 0.4 0.2 0.2 0.000
H 3.3561 2.8135 8.1795 0.3 0.1 0.1 0.000
C 2.4289 -1.0479 -1.7629 -0.6 0.4 -0.5 0.000
C 2.1186 -2.5331 -1.6189 1.3 1.5 -0.5 0.000
C 3.3314 -3.3156 -2.2020 -1.2 -0.5 0.1 0.000
O 3.5127 -3.0312 -3.5897 0.4 1.2 1.9 0.000
C 2.6324 -3.7190 -4.3920 0.2 -1.5 -1.3 0.000
N 1.9282 -2.8091 -0.2067 0.1 -0.7 0.7 0.000
H 1.5883 -0.4345 -1.4385 -0.1 0.0 0.4 0.000
H 2.5939 -0.7159 -2.7879 0.4 -0.3 -0.1 0.000
H 3.2881 -0.8201 -1.1319 0.1 0.2 -0.1 0.000
H 1.2080 -2.7845 -2.1628 0.0 -0.2 -0.1 0.000
H 3.0989 -4.3661 -2.0269 0.1 -0.4 -0.3 0.000
H 4.2574 -3.1412 -1.6542 0.0 0.5 -0.2 0.000
H 1.7756 -4.1387 -3.8649 -0.1 0.1 0.0 0.000
H 3.2199 -4.5328 -4.8169 -0.3 -0.6 -0.1 0.000
H 2.3238 -3.1686 -5.2808 -0.2 0.6 0.3 0.000
H 2.7082 -2.4433 0.3203 0.6 -0.1 0.0 0.000
H 1.1645 -2.2784 0.1872 -0.5 0.1 -0.3 0.000
C -4.0899 1.8672 -1.8903 1.1 0.6 -1.0 0.000
C -2.5684 2.2837 -1.8411 -0.8 1.9 0.8 0.000
C -2.4019 3.8683 -2.0458 -1.2 -1.8 0.2 0.000
O -2.6891 4.3107 -3.3459 -0.5 -0.9 -0.4 0.000
C -1.7156 3.8955 -4.2837 1.2 1.3 0.0 0.000
N -2.0260 2.0577 -0.4796 -1.0 -0.2 -1.0 0.000
H -4.3692 1.6350 -2.9180 0.1 -0.2 -0.1 0.000
H -4.7485 2.7010 -1.6474 0.2 0.0 0.5 0.000
H -4.3263 0.9908 -1.2868 0.1 0.0 0.2 0.000
H -1.9723 1.7754 -2.5990 -0.2 -0.2 -0.2 0.000
H -1.4213 4.1534 -1.6647 0.4 0.1 -0.3 0.000
H -3.1377 4.3347 -1.3906 0.0 0.0 0.0 0.000
H -1.4143 2.8511 -4.3646 -0.5 -0.3 0.6 0.000
H -0.8560 4.4855 -3.9659 0.8 -0.3 -0.4 0.000
H -1.9154 4.2119 -5.3075 -0.7 0.2 0.2 0.000
H -1.0283 2.2028 -0.5394 0.3 -0.2 0.4 0.000
H -2.2151 1.0792 -0.3155 0.5 -0.3 0.5 0.000
```
Positions in Å, forces in eV/Å.